[1]
Density functional theory data (the ωB97M-V functional and the def2-TZVPD basis) for C6H18BO3Rb as an isolated structure at a distorted geometry.

Computed properties:
Gap between HOMO and LUMO: 4.87 eV
Electronic energy: -13983.4791 eV
Total charge: -2

Each line ends with the Mulliken charge.
Positions of all 29 atoms, in Å:
Rb 17.36 21.20 -25.36  0.7429
B 14.47 21.52 -24.51  0.5641
H 14.97 22.36 -24.06  -0.3424
H 14.62 21.47 -25.58  -0.3586
H 14.76 20.58 -24.07  -0.3723
H 13.44 21.74 -24.27  -0.2603
C 17.91 18.95 -28.26  -0.6708
O 16.79 19.22 -27.47  -0.8441
H 17.91 19.43 -29.24  0.2502
H 18.81 19.24 -27.71  0.1176
H 18.04 17.90 -28.51  0.2009
C 19.61 24.93 -22.51  -1.0111
C 18.35 24.60 -23.35  -0.3223
O 18.54 23.63 -24.34  -0.8330
H 20.07 24.06 -22.03  0.2334
H 19.55 25.80 -21.87  0.3577
H 20.41 25.21 -23.20  0.2473
H 18.05 25.55 -23.78  0.1450
H 17.57 24.20 -22.70  0.2054
C 18.16 17.87 -24.28  -0.4036
C 17.75 16.84 -23.25  0.6060
O 16.75 16.94 -22.53  -0.6037
C 18.74 15.71 -23.09  -1.0298
H 18.01 17.37 -25.23  0.2805
H 19.20 18.13 -24.11  0.3607
H 17.48 18.72 -24.16  -0.1539
H 18.77 15.33 -22.07  0.3454
H 19.73 15.96 -23.48  0.2957
H 18.20 14.92 -23.60  0.2531

---

[2]
Density functional theory data (the ωB97M-V functional and the def2-TZVPD basis) for C6H18Cl3KNO9P2Si2 as an isolated structure at a distorted geometry.

Computed properties:
Gap between HOMO and LUMO: 9.40 eV
Energy above the lowest of the compared OMol25 structures with the same formula, charge and spin: 80.0 kJ/mol
Electronic energy: -114653.8723 eV
Total charge: +1

Each line ends with the Mulliken charge.
Positions of all 42 atoms, in Å:
O 3.24 -1.43 -1.27  -0.6209
P 2.56 -0.19 -1.08  0.9230
O 3.46 1.07 -1.26  -0.4803
O 1.30 -0.05 -2.15  -0.7408
P 1.60 -0.12 0.87  -0.2408
Si 2.38 -2.01 1.81  0.5031
O 2.50 -1.84 3.46  -0.1813
Si 4.08 -2.02 3.99  0.4803
Cl 5.14 -0.41 3.22  -0.2234
H 4.38 0.80 -1.07  0.3720
H 0.63 -0.64 -1.77  0.5512
H 2.17 1.01 1.48  0.1392
H 1.48 -3.11 1.43  -0.1556
H 3.69 -2.34 1.24  -0.0709
H 4.08 -2.02 5.45  -0.1311
H 4.58 -3.29 3.45  -0.0808
K -0.70 0.53 -2.21  1.1033
C -2.88 4.74 -3.36  -0.2557
Cl -2.38 4.74 -1.66  -0.1443
Cl -2.65 3.14 -4.10  -0.1671
H -3.93 4.99 -3.41  0.3106
H -2.29 5.46 -3.90  0.2892
C -3.28 -5.74 0.29  -1.4748
C -2.15 -5.11 -0.49  0.4603
C -0.85 -5.00 0.26  -0.5443
O -0.24 -3.87 -0.41  -0.2078
C -1.23 -3.11 -0.86  0.3905
O -1.07 -1.99 -1.29  -0.5564
O -2.41 -3.71 -0.79  -0.3335
H -3.42 -5.24 1.25  0.3614
H -4.22 -5.65 -0.26  0.3674
H -3.08 -6.79 0.47  0.3883
H -2.02 -5.63 -1.44  0.2792
H -0.23 -5.88 0.19  0.3598
H -0.99 -4.73 1.31  0.3365
C -1.03 7.34 0.07  -0.7808
N -1.06 8.66 0.75  0.8714
O -1.68 9.55 0.21  -0.5115
O -0.46 8.75 1.80  -0.5167
H -1.60 7.40 -0.84  0.3279
H 0.01 7.10 -0.13  0.3088
H -1.46 6.61 0.76  0.2955

---

[3]
Density functional theory data (the ωB97M-V functional and the def2-TZVPD basis) for C6H18ClF2O6Sr as an isolated structure at a distorted geometry.

Computed properties:
Gap between HOMO and LUMO: 6.47 eV
Energy above the lowest of the compared OMol25 structures with the same formula, charge and spin: 0.0 kJ/mol
Electronic energy: -37597.1322 eV
Total charge: -1

Each line ends with the Mulliken charge.
Positions of all 34 atoms, in Å:
Sr 0.30 -17.81 30.81  1.3855
Cl 2.07 -17.58 28.51  -0.8181
F 1.95 -18.62 32.51  -0.9114
F -1.09 -16.24 29.49  -0.9322
C 1.26 -14.99 32.69  -0.4664
C -0.19 -14.83 32.49  -0.5066
O -0.85 -16.11 32.40  -0.2870
O 1.83 -15.62 31.56  -0.4354
H 1.46 -15.56 33.61  0.2903
H 1.68 -13.98 32.84  0.3214
H -0.40 -14.26 31.58  0.2855
H -0.58 -14.27 33.35  0.4139
H -1.68 -16.06 32.87  0.1634
H 2.74 -15.85 31.73  0.2616
C -1.46 -20.65 29.68  -0.3319
C -0.08 -21.26 29.77  -0.5273
O 0.76 -20.37 30.46  -0.1969
O -1.39 -19.27 29.38  -0.2879
H -1.97 -20.78 30.64  0.0532
H -2.01 -21.19 28.90  0.4466
H 0.32 -21.46 28.77  0.3787
H -0.17 -22.22 30.30  0.3256
H 1.57 -20.80 30.73  0.1532
H -1.84 -19.08 28.55  0.2029
C -0.73 -19.99 33.50  -0.2629
C -1.18 -19.69 34.89  -0.4737
O -2.52 -20.18 35.03  -0.5302
O -1.31 -19.10 32.55  -0.3658
H -0.98 -21.02 33.25  0.2874
H 0.35 -19.81 33.41  0.2981
H -1.14 -18.61 35.04  0.2674
H -0.50 -20.19 35.59  0.3449
H -2.86 -19.91 35.89  0.2833
H -2.25 -19.23 32.45  0.1706

---

[4]
Density functional theory data (the ωB97M-V functional and the def2-TZVPD basis) for C6H18CrHg2O12S2 as an isolated structure at a distorted geometry.

Computed properties:
Gap between HOMO and LUMO (alpha / beta): 5.81 / 6.77 eV
Energy above the lowest of the compared OMol25 structures with the same formula, charge and spin: 291.8 kJ/mol
⟨S²⟩: 6.01
Electronic energy: -89521.9780 eV
Multiplicity: 5

Each line ends with the Mulliken spin population.
Positions of all 41 atoms, in Å:
Hg 0.96 2.76 -0.91  0.0023
Hg -0.85 0.19 -2.80  0.0287
Cr 1.25 -1.26 -0.39  3.9650
C -0.12 -4.46 -2.81  -0.0055
C -0.76 -3.34 -2.03  -0.0020
O -0.09 -2.10 -1.95  -0.0055
H 0.67 -4.96 -2.24  0.0011
H 0.14 -4.18 -3.83  0.0012
H -0.91 -5.21 -2.90  0.0008
H -0.89 -3.81 -1.06  0.0060
H -1.76 -3.13 -2.41  0.0053
S -1.00 3.20 -3.00  0.0088
O 0.14 2.30 -2.96  -0.0002
O -1.20 3.92 -4.25  -0.0012
O -2.07 2.24 -2.76  0.0004
O -0.68 3.96 -1.80  0.0009
S 3.37 0.30 -0.54  -0.0222
O 4.87 0.25 -0.48  -0.0033
O 2.75 -0.49 -1.55  -0.0011
O 2.84 -0.40 0.64  -0.0107
O 2.82 1.63 -0.43  0.0060
O 0.17 0.63 -0.79  0.0219
H -0.36 0.98 -0.05  -0.0064
C 0.13 -2.97 3.14  -0.0039
C 0.36 -1.62 2.50  -0.0051
O -0.22 -1.61 1.22  0.0020
H -0.91 -3.27 3.00  0.0014
H 0.39 -2.95 4.19  0.0011
H 0.81 -3.68 2.65  0.0023
H 1.34 -1.14 2.43  0.0023
H -0.20 -0.82 2.98  0.0022
H -1.17 -1.74 1.29  0.0039
C -1.30 4.13 2.51  -0.0001
C -1.31 3.01 1.45  -0.0002
O 0.05 2.57 1.23  0.0031
H -2.29 4.58 2.59  0.0000
H -0.59 4.92 2.27  0.0000
H -1.05 3.92 3.55  0.0000
H -1.74 3.41 0.53  0.0004
H -1.93 2.17 1.76  0.0000
H 0.34 2.09 2.01  0.0003

---

[5]
Density functional theory data (the ωB97M-V functional and the def2-TZVPD basis) for C6H18CsO3 as an isolated structure.

Computed properties:
Gap between HOMO and LUMO: 10.31 eV
Energy above the lowest of the compared OMol25 structures with the same formula, charge and spin: 0.0 kJ/mol
Electronic energy: -13199.0428 eV
Total charge: +1

Each line ends with the Mulliken charge.
Positions of all 28 atoms, in Å:
Cs -0.49 -0.82 1.06  1.0889
C 2.46 3.09 2.63  -1.1234
C 2.88 1.65 2.53  -0.1657
O 2.17 1.06 1.43  -0.4857
H 1.40 3.20 2.83  0.2874
H 2.70 3.64 1.72  0.3013
H 3.00 3.58 3.45  0.3580
H 2.66 1.12 3.47  0.2964
H 3.95 1.58 2.35  0.2509
H 2.23 0.10 1.45  0.2069
C 1.55 -2.65 -2.45  -0.9396
C 1.68 -1.30 -1.75  -0.1784
O 2.28 -1.42 -0.45  -0.4274
H 1.34 -2.51 -3.51  0.3479
H 0.77 -3.28 -2.01  0.2160
H 2.50 -3.19 -2.38  0.3295
H 0.69 -0.87 -1.58  0.1180
H 2.26 -0.64 -2.40  0.2503
H 3.20 -1.69 -0.57  0.2726
C -4.84 0.48 -1.20  -1.0350
C -4.16 -0.14 -0.01  -0.1809
O -3.09 -1.05 -0.41  -0.4993
H -5.14 -0.30 -1.90  0.3403
H -4.18 1.17 -1.71  0.2642
H -5.74 1.00 -0.88  0.3266
H -4.87 -0.69 0.61  0.2760
H -3.70 0.62 0.63  0.2521
H -3.52 -1.72 -0.94  0.2520

---

[6]
Density functional theory data (the ωB97M-V functional and the def2-TZVPD basis) for C6H18FNaO3S3 as an isolated structure at a distorted geometry.

Computed properties:
Gap between HOMO and LUMO: 8.18 eV
Energy above the lowest of the compared OMol25 structures with the same formula, charge and spin: 0.0 kJ/mol
Electronic energy: -52295.2162 eV

Each line ends with the Mulliken charge.
Positions of all 32 atoms, in Å:
Na 1.79 -0.55 2.65  0.8811
F 1.72 0.12 0.49  -0.8516
C -0.06 -2.89 0.82  -0.5986
S 0.99 -3.70 2.01  0.5434
O 1.15 -2.82 3.23  -0.7324
C -0.11 -5.00 2.52  -0.9650
H 0.46 -1.98 0.52  0.0222
H -1.05 -2.71 1.22  0.3654
H -0.19 -3.56 -0.03  0.3869
H -0.12 -5.76 1.74  0.3662
H -1.13 -4.67 2.71  0.3041
H 0.29 -5.43 3.44  0.3427
C 1.54 3.13 -1.29  -0.6848
S 1.38 4.76 -0.57  0.4681
O 1.38 5.74 -1.68  -0.6240
C -0.32 4.58 -0.06  -0.8846
H 2.53 3.08 -1.74  0.3787
H 0.77 2.99 -2.04  0.1696
H 1.46 2.37 -0.51  0.2337
H -0.49 3.73 0.60  0.3117
H -0.94 4.38 -0.94  0.2682
H -0.65 5.50 0.41  0.3424
C -0.05 -0.37 -2.24  -0.5943
S -1.80 -0.63 -1.88  0.4136
O -1.91 -2.00 -1.31  -0.6084
C -1.85 0.48 -0.47  -0.7147
H 0.06 0.64 -2.64  0.2488
H 0.25 -1.10 -2.99  0.3579
H 0.55 -0.45 -1.33  0.0250
H -2.78 0.25 0.05  0.3947
H -1.88 1.51 -0.83  0.2790
H -0.96 0.33 0.15  0.1549

---

[7]
Density functional theory data (the ωB97M-V functional and the def2-TZVPD basis) for a 2-piece molecular cluster, C6H18N2O overall at a distorted geometry.

Computed properties:
Gap between HOMO and LUMO: 9.40 eV
Energy above the lowest of the compared OMol25 structures with the same formula, charge and spin: 76.0 kJ/mol
Electronic energy: -11540.9177 eV

Each line ends with the Mulliken charge.
Positions of all 27 atoms, in Å:
C 2.54 0.98 -3.05  -1.2042
C 1.77 0.21 -1.98  0.3604
N 0.18 1.03 -1.89  -0.5234
O 2.08 0.38 -0.75  -0.7691
H 1.98 1.05 -3.98  0.3654
H 2.77 1.98 -2.69  0.3060
H 3.48 0.46 -3.22  0.3312
H 1.43 -0.78 -2.34  0.2564
H 0.68 1.61 -1.11  0.3373
H -0.42 0.37 -1.37  0.3249
H -0.26 1.40 -2.73  0.2664
C -0.40 -1.45 2.52  -1.6747
C -1.00 -0.54 1.44  1.6039
C -0.60 0.91 1.70  -1.6635
C -2.53 -0.68 1.44  -1.7134
N -0.51 -0.90 0.10  -0.6281
H -0.77 -1.17 3.51  0.4111
H 0.69 -1.36 2.52  0.3821
H -0.65 -2.49 2.34  0.3873
H 0.48 1.03 1.59  0.3652
H -1.09 1.58 0.98  0.3595
H -0.89 1.22 2.70  0.4500
H -2.94 -0.36 2.39  0.3912
H -2.96 -0.06 0.65  0.3702
H -2.82 -1.71 1.27  0.4016
H 0.51 -0.83 0.08  0.3064
H -0.76 -1.86 -0.12  0.1997

---

[8]
Density functional theory data (the ωB97M-V functional and the def2-TZVPD basis) for a 2-piece molecular cluster, C6H18N2P overall at a distorted geometry.

Computed properties:
Gap between HOMO and LUMO (alpha / beta): 5.53 / 5.00 eV
Energy above the lowest of the compared OMol25 structures with the same formula, charge and spin: 233.6 kJ/mol
⟨S²⟩: 2.01
Electronic energy: -18769.2028 eV
Multiplicity: 3
Total charge: +1

Each line ends with the Mulliken spin population.
Positions of all 27 atoms, in Å:
C -1.36 -1.74 0.23  -0.0153
C -1.61 0.32 1.58  0.0025
C -1.80 1.82 -0.87  -0.0080
C 2.16 -1.24 0.34  0.0209
C 1.49 0.10 -1.56  -0.0073
C -1.38 -0.25 0.32  0.6027
N -1.48 0.46 -0.74  0.3327
N 1.50 -0.07 -0.14  0.6059
P 1.82 1.43 0.57  0.0331
H -0.56 -2.12 -0.39  0.0210
H -1.13 -2.23 1.28  0.0045
H -2.23 -2.27 -0.26  0.0206
H -2.12 -0.33 2.41  0.0215
H -0.58 0.36 1.95  0.0686
H -1.93 1.42 1.55  0.0093
H -1.59 2.07 -1.92  0.0075
H -3.03 1.81 -0.70  0.0589
H -1.37 2.28 0.04  0.0217
H 1.68 -1.45 1.21  0.0232
H 1.97 -1.95 -0.33  -0.0064
H 3.27 -1.38 0.58  0.0512
H 1.22 -0.83 -1.96  0.0066
H 0.82 0.97 -1.86  0.0173
H 2.35 0.41 -2.00  0.0361
H -1.24 0.01 -1.63  -0.0223
H 1.83 0.96 1.85  -0.0054
H 3.28 1.45 0.44  0.0988

---

[9]
Density functional theory data (the ωB97M-V functional and the def2-TZVPD basis) for a 2-piece molecular cluster, C6H18N2Si overall at a distorted geometry.

Computed properties:
Gap between HOMO and LUMO (alpha / beta): 7.02 / 8.55 eV
Energy above the lowest of the compared OMol25 structures with the same formula, charge and spin: 433.7 kJ/mol
Electronic energy: -17368.6353 eV

Each line ends with the Mulliken charge.
Positions of all 27 atoms, in Å:
C -1.65 -1.00 -0.96  -1.5672
C -0.56 1.25 -1.33  -2.4110
C 0.55 -0.80 -2.27  -1.6495
C 1.80 1.93 1.09  -0.6524
C -2.29 -0.08 2.65  -0.9125
C -0.20 -0.26 -1.14  1.9730
N 1.31 -2.00 0.84  -0.3974
N 1.98 0.52 0.92  -0.2004
Si 0.61 -0.43 0.59  -0.1470
H -2.23 -0.24 -0.40  0.2569
H -2.09 -1.31 -1.88  0.3783
H -1.68 -1.86 -0.36  0.4721
H -1.14 1.45 -2.35  0.2908
H 0.26 1.93 -1.33  0.5854
H -1.18 1.57 -0.60  0.6922
H 1.33 -1.36 -1.82  0.4229
H 0.04 -1.35 -3.05  0.3207
H 0.94 0.02 -2.82  0.4139
H 0.82 2.15 0.53  0.0982
H 1.61 2.22 2.14  0.2177
H 2.65 2.51 0.64  0.2894
H -2.15 1.01 2.72  0.2705
H -2.93 -0.47 1.89  0.3004
H -1.71 -0.74 3.29  0.3029
H 2.04 -1.88 1.51  0.1760
H 1.01 -2.93 0.77  0.1635
H 2.86 0.15 0.73  0.3127

---

[10]
Density functional theory data (the ωB97M-V functional and the def2-TZVPD basis) for a 2-piece molecular cluster, C6H18NO3Si overall at a distorted geometry.

Computed properties:
Gap between HOMO and LUMO (alpha / beta): 7.91 / 7.29 eV
Energy above the lowest of the compared OMol25 structures with the same formula, charge and spin: 809.4 kJ/mol
Electronic energy: -22014.0320 eV
Total charge: +1

Each line ends with the Mulliken charge.
Positions of all 29 atoms, in Å:
C -2.39 1.01 0.34  -0.7489
C -0.53 1.72 -1.22  -1.1001
C -0.18 1.91 1.14  -0.7967
C 3.25 -0.05 -0.69  -0.6234
C 0.25 -2.07 2.32  -0.7326
C -0.58 -2.47 -1.97  -0.7512
N -0.94 1.17 0.15  0.1735
O 2.20 0.77 -0.45  -0.4448
O -0.35 -1.12 1.40  -0.0220
O -0.84 -1.14 -1.34  -0.2670
Si -0.25 -0.51 -0.02  0.3117
H -2.67 1.92 0.86  0.3146
H -2.81 0.64 -0.54  0.3339
H -2.42 0.27 1.17  0.3763
H -0.97 1.31 -2.13  0.3877
H -0.99 2.82 -1.14  0.4202
H 0.50 1.86 -1.34  0.4482
H 0.67 2.55 0.89  0.2859
H -0.85 2.65 1.44  0.4955
H 0.05 1.36 2.08  0.3232
H 3.59 -0.33 0.34  0.2533
H 3.96 0.65 -1.11  0.2772
H 3.08 -1.02 -1.43  0.1658
H 0.70 -2.86 1.87  0.3697
H -0.53 -2.45 3.15  0.2542
H 1.19 -1.67 2.68  0.3473
H -1.34 -2.44 -2.87  0.2572
H -0.84 -3.21 -1.33  0.3507
H 0.35 -2.39 -2.42  0.3405

---

[11]
Density functional theory data (the ωB97M-V functional and the def2-TZVPD basis) for C6H18O3 as an isolated structure at a distorted geometry.

Computed properties:
Gap between HOMO and LUMO: 9.58 eV
Energy above the lowest of the compared OMol25 structures with the same formula, charge and spin: 369.8 kJ/mol
Electronic energy: -12652.4520 eV

Each line ends with the Mulliken charge.
Positions of all 27 atoms, in Å:
C -0.33 0.30 0.57  -0.3444
C -0.44 1.67 -0.15  -0.4614
O -0.01 1.38 -1.50  -0.7138
H -0.96 -0.41 0.03  -0.3445
H -0.66 0.34 1.61  0.4242
H 0.70 -0.04 0.66  -0.0980
H 0.14 2.49 0.25  0.4341
H -1.49 1.96 -0.04  0.2544
H -0.47 0.60 -1.83  0.4882
C -2.84 -0.47 -1.10  -0.9465
C -2.05 -0.37 -2.40  -0.3524
O -0.64 -0.56 -2.14  -0.5252
H -2.55 -1.36 -0.53  0.3160
H -3.91 -0.49 -1.28  0.4057
H -2.70 0.36 -0.40  0.2014
H -2.26 0.55 -2.94  0.3186
H -2.38 -1.17 -3.06  0.3564
H -0.60 -1.51 -2.03  0.3827
C 2.08 0.41 1.89  -1.0188
C 2.93 -0.83 1.38  -0.1976
O 3.05 -1.71 2.39  -0.5304
H 2.52 1.00 2.69  0.4341
H 1.14 -0.09 2.15  0.5093
H 1.88 1.06 1.04  0.2115
H 3.92 -0.48 1.09  0.2436
H 2.53 -1.38 0.52  0.2302
H 3.38 -1.24 3.15  0.3225

---

[12]
Density functional theory data (the ωB97M-V functional and the def2-TZVPD basis) for a 3-piece molecular cluster, C6H18O3 overall at a distorted geometry.

Computed properties:
Gap between HOMO and LUMO: 10.82 eV
Energy above the lowest of the compared OMol25 structures with the same formula, charge and spin: 162.0 kJ/mol
Electronic energy: -12654.6054 eV

Each line ends with the Mulliken charge.
Positions of all 27 atoms, in Å:
C 0.79 -0.94 4.48  -0.9966
C 0.20 -1.65 5.66  -0.2069
O 0.84 -2.94 5.88  -0.5317
H 0.53 0.11 4.50  0.3327
H 0.55 -1.33 3.49  0.2867
H 1.87 -0.89 4.65  0.2824
H -0.88 -1.79 5.55  0.2685
H 0.28 -1.19 6.65  0.2696
H 0.47 -3.32 6.68  0.2952
C 2.85 1.48 -0.16  -0.9739
C 1.43 2.08 -0.21  -0.1937
O 0.80 1.62 -1.39  -0.5200
H 3.31 1.53 0.83  0.3162
H 3.46 1.99 -0.90  0.2934
H 2.91 0.45 -0.51  0.2915
H 1.56 3.15 -0.38  0.2240
H 0.74 1.86 0.61  0.2716
H 1.02 2.16 -2.15  0.2912
C -2.40 -0.49 -5.73  -1.0343
C -2.68 -0.41 -4.24  -0.1537
O -3.02 0.95 -4.01  -0.5073
H -3.29 -0.36 -6.33  0.3083
H -2.25 -1.52 -6.04  0.3506
H -1.47 0.02 -5.99  0.2594
H -1.77 -0.62 -3.67  0.2473
H -3.41 -1.17 -3.98  0.2172
H -2.45 1.24 -3.29  0.3121